No. 1
Below is a molecular structure, C5H8O2, with properties calculated with wB97M-V/def2-TZVPD.

Properties
relative energy (zero: lowest compared OMol25 entry of this formula, charge and spin) = 94.72 kcal per mole
orbital gap (spin up / spin down) = 7.63 / 7.63 eV
LUMO (spin up / spin down) = 0.027 / 0.027 hartree
2S+1 = 1

```
15
Properties=species:S:1:pos:R:3:forces:R:3:lowdin_charge:R:1
O 2.42687 0.29565 0.62425 0.06 -0.07 -0.18 0.0073
C 1.05516 0.18908 0.59476 -0.10 -0.25 0.17 -0.3411
C -0.10271 1.34833 -0.44213 -0.26 0.17 -0.14 0.0100
C -1.08688 0.39301 -0.20676 0.24 0.14 -0.07 -0.3765
O -1.99902 0.63264 0.75385 -0.06 -0.16 0.00 0.0862
C -0.76488 -0.97639 -0.69206 -0.11 -0.01 -0.09 -0.1575
C 0.52698 -1.03638 0.08911 0.15 -0.07 0.09 -0.1057
H 2.75339 -0.26595 -0.09520 0.01 0.08 0.11 0.0992
H 0.70707 0.70408 1.49809 0.00 -0.05 -0.14 0.1322
H -0.20094 2.31950 0.03749 0.02 -0.15 -0.05 0.1056
H 0.39347 1.34760 -1.40815 -0.05 -0.05 0.17 0.1101
H -2.47027 -0.18715 0.95630 0.04 0.12 -0.01 0.1221
H -1.50662 -1.72050 -0.35985 0.11 0.12 -0.02 0.1134
H -0.68567 -1.06673 -1.78804 0.00 0.04 0.20 0.1056
H 0.95404 -1.97679 0.43833 -0.05 0.15 -0.03 0.0891
```
Forces are in eV/Å.


No. 2
Below is 3 unconnected molecules or ions with the total composition C3H11NO2 at a distorted geometry, with properties calculated with wB97M-V/def2-TZVPD.

Properties
relative energy (zero: lowest compared OMol25 entry of this formula, charge and spin) = 10.40 kcal per mole
orbital gap (spin up / spin down) = 2.91 / 8.91 eV
LUMO (spin up / spin down) = 0.149 / 0.147 hartree
2S+1 = 2
total charge = -1

```
17
Properties=species:S:1:pos:R:3:forces:R:3:lowdin_charge:R:1
C 0.28100 -0.44004 2.44450 -1.10 0.04 -0.41 -0.2001
C -0.36078 0.44157 1.40205 0.56 0.43 0.33 -0.2738
C 0.30566 0.96468 0.37370 -0.12 -0.03 0.18 -0.3279
N -0.19398 1.86656 -0.56798 -0.13 0.06 -0.57 0.0196
H 1.35243 -0.49979 2.30304 0.20 -0.13 0.07 0.0566
H -0.18408 -1.42947 2.35486 0.34 -0.15 0.11 0.0271
H 0.03228 -0.07756 3.44448 0.24 0.07 0.09 0.0507
H -1.39402 0.72858 1.54865 -0.14 -0.13 -0.04 0.0788
H 1.34214 0.69189 0.21666 0.06 0.05 -0.04 0.1076
H 0.12562 1.64051 -1.50669 0.19 0.06 0.09 0.0346
H -1.20561 1.88668 -0.61151 0.00 -0.05 0.26 0.0648
H 0.21255 -0.48773 -2.38201 -0.03 -0.31 -0.22 -0.0273
H 1.11576 -0.39571 -3.63121 -0.07 -0.10 0.09 0.0121
O 0.63332 0.14480 -2.99877 0.05 0.32 0.07 -0.1782
H -0.98319 -2.42509 -0.79446 -0.01 -0.03 -0.02 -0.0506
H -0.52762 -0.98435 -0.42983 -0.17 -0.37 0.12 -0.0357
O -0.55148 -1.62552 -1.16546 0.12 0.29 -0.10 -0.3583
```
Forces are in eV/Å.


No. 3
Below is C20H26F3NO2 in the gas phase, with properties calculated with wB97M-V/def2-TZVPD.

Properties
relative energy (zero: lowest compared OMol25 entry of this formula, charge and spin) = 1.77 kcal per mole
orbital gap = 8.95 eV
LUMO = 0.028 hartree
SMILES string = CCOC(=O)C1(Cc2ccccc2C(F)(F)F)CCN(CC2CC2)CC1
2S+1 = 1

```
52
Properties=species:S:1:pos:R:3:forces:R:3:lowdin_charge:R:1
C -2.33357 1.46106 3.16201 0.24 0.00 -0.39 -0.0502
C -1.69962 2.15078 1.96894 -0.18 0.43 0.31 -0.2049
H -1.04886 2.97556 2.27908 -0.13 -0.10 -0.07 0.1224
H -2.46118 2.55187 1.29063 0.15 0.00 0.05 0.1319
O -0.91735 1.18913 1.26048 -0.17 -0.32 0.06 -0.0079
C -0.01226 1.65448 0.40161 0.07 0.02 -0.25 -0.4785
O 0.15627 2.82840 0.18683 0.00 0.12 -0.01 0.1277
C 0.82871 0.54219 -0.21917 0.26 -0.06 -0.07 -0.3347
C 1.21612 0.94846 -1.64702 -0.35 0.14 -0.03 -0.0981
H 1.96478 0.24872 -2.02425 0.07 -0.05 0.03 0.1240
C -0.01561 0.93781 -2.56527 0.29 0.14 0.01 -0.1640
N -0.71276 -0.32836 -2.58589 -0.02 -0.07 -0.09 -0.1713
C -1.10163 -0.71525 -1.24829 0.08 -0.14 0.25 -0.1577
C 0.07645 -0.78892 -0.26410 -0.29 0.11 -0.12 -0.0961
H -0.30046 -1.05199 0.72336 0.08 -0.09 -0.01 0.1163
H 0.76601 -1.56844 -0.59460 0.04 -0.02 0.04 0.1202
H -1.60257 -1.68427 -1.29238 -0.07 0.05 0.03 0.1258
H -1.82542 0.02278 -0.88749 -0.07 -0.08 0.05 0.1255
C -0.07844 -1.37309 -3.37408 -0.23 -0.03 -0.23 -0.1636
C -0.93252 -1.76286 -4.57083 0.24 -0.08 0.09 -0.2748
C -1.74028 -0.73286 -5.29706 0.08 0.07 -0.15 -0.1222
C -2.42576 -1.77547 -4.46768 -0.08 -0.17 0.04 -0.1222
H -2.97270 -2.56106 -4.96684 0.01 -0.05 -0.09 0.0934
H -2.86170 -1.45357 -3.53587 -0.01 0.11 0.12 0.0892
H -1.81092 -0.79441 -6.37258 -0.01 -0.08 -0.07 0.0934
H -1.72723 0.27296 -4.90961 -0.01 0.10 0.13 0.0895
H -0.47367 -2.54131 -5.17004 -0.09 -0.01 -0.09 0.1290
H 0.09186 -2.26969 -2.76654 0.07 0.06 0.01 0.1205
H 0.89979 -1.04251 -3.74312 0.00 -0.03 0.09 0.1199
H 0.28179 1.19398 -3.58417 -0.07 0.07 0.02 0.1238
H -0.72036 1.70066 -2.21774 0.04 0.08 -0.08 0.1276
H 1.64700 1.95031 -1.63904 0.09 -0.03 0.01 0.1236
C 2.12330 0.44853 0.63984 -0.11 0.05 -0.21 -0.0546
C 1.83756 0.31057 2.10765 0.20 -0.20 0.24 -0.1344
C 1.66972 1.49062 2.83482 0.06 0.01 0.08 -0.0302
C 1.32431 1.49192 4.17045 0.00 0.00 -0.02 -0.0664
C 1.13815 0.29017 4.83441 -0.02 -0.05 0.01 -0.0718
C 1.33182 -0.89177 4.15148 -0.01 0.04 -0.06 -0.0110
C 1.69001 -0.89174 2.80243 0.02 0.01 0.07 -0.0594
C 1.88424 -2.27628 2.24050 0.00 -0.48 -0.06 -0.5735
F 2.51535 -2.37106 1.06375 0.11 0.31 -0.21 0.1375
F 0.70920 -2.92176 2.08206 -0.21 0.06 0.05 0.1338
F 2.60304 -3.04209 3.08591 0.08 0.05 0.23 0.1314
H 1.21098 -1.83578 4.66142 0.01 -0.05 0.05 0.1231
H 0.85637 0.27312 5.87563 -0.01 0.00 0.11 0.1072
H 1.19788 2.42798 4.69351 0.00 0.10 0.04 0.1111
H 1.80961 2.43201 2.32392 0.01 0.10 -0.08 0.1235
H 2.68063 1.37595 0.48754 0.00 -0.03 -0.01 0.1345
H 2.72764 -0.37025 0.25672 -0.04 0.08 -0.03 0.1213
H -2.96173 0.64010 2.82754 -0.11 -0.09 0.03 0.0796
H -1.56144 1.06314 3.81574 0.04 -0.03 0.09 0.0615
H -2.94054 2.17151 3.71542 -0.08 0.07 0.07 0.0793
```
Forces are in eV/Å.


No. 4
Below is 2 unconnected molecules or ions with the total composition C5H15N2O at a distorted geometry, with properties calculated with wB97M-V/def2-TZVPD.

Properties
relative energy (zero: lowest compared OMol25 entry of this formula, charge and spin) = 78.81 kcal per mole
orbital gap = 7.39 eV
LUMO = -0.141 hartree
2S+1 = 1
total charge = +1

```
23
Properties=species:S:1:pos:R:3:forces:R:3:lowdin_charge:R:1
C 1.55957 -0.52431 -1.60319 0.21 1.75 -0.85 -0.0594
C 1.57917 0.69756 -0.62924 1.32 0.46 -0.60 -0.1598
C 0.37438 0.61241 0.21404 1.06 0.52 2.17 -0.4238
C -0.81307 1.00034 -0.13467 -2.59 1.20 -3.26 -0.2019
N -2.07020 0.92847 0.48197 -0.16 0.90 0.94 0.0588
C 0.61808 0.13398 1.56071 -0.18 -6.66 -2.73 -0.0421
N 2.04519 -0.25959 -3.10779 -1.28 0.97 -1.61 0.1579
H 0.54380 -0.83606 -1.63850 -0.68 -0.37 -0.50 0.1111
H 2.17099 -1.30666 -1.27687 0.87 -1.24 0.49 0.1042
H 1.48790 1.65864 -1.10045 0.20 0.39 -1.15 0.1052
H 2.51998 0.83402 0.01362 -1.25 -0.74 -1.07 0.1514
H -0.83143 1.32376 -1.20382 -0.65 0.04 0.73 0.1337
H -2.86010 1.55143 0.11149 2.04 -1.35 0.88 0.1313
H -2.02465 0.85730 1.53084 -0.40 0.23 -1.72 0.1080
H -0.30063 -0.53203 1.75220 1.59 0.35 0.40 0.1177
H 0.69462 0.73669 2.33340 0.63 3.38 3.49 0.0290
H 1.58799 -0.51327 1.42779 -1.89 0.78 1.18 0.1243
H 2.96771 -0.68527 -3.30782 -0.75 -0.08 0.06 0.1586
H 2.21963 0.76450 -3.20592 -0.20 -0.72 0.18 0.1544
H 1.33019 -0.46999 -3.97264 2.07 0.18 2.95 0.2418
H -4.86125 -2.37797 3.45594 0.98 0.71 0.93 0.0495
H -3.97196 -1.53408 4.57597 -0.66 -1.19 -1.64 0.0628
O -3.96594 -2.05990 3.72294 -0.30 0.50 0.71 -0.1126
```
Forces are in eV/Å.